(1)
C5H7N5OS | ωB97M-V/def2-TZVPD

Values from the calculation:
**E_HOMO**: -8.548 eV
**Energy relative to the best compared isomer or geometry (same formula, charge and spin)**: 1.64 kJ/mol
**F_max**: 3.62 eV/Å
**HOMO-LUMO gap**: 9.110 eV
**LUMO energy**: 0.56 eV
**Charge**: 0

Atoms and positions in Å:
C -0.63274 -0.54367 -1.93106
C 0.16945 0.04004 -0.88776
C -0.26828 -0.06979 0.45855
C -2.16287 -1.06828 -0.27775
C 1.79489 1.22116 0.83803
N -1.82733 -0.95408 -1.57507
N -1.36646 -0.78780 0.76078
N 0.65585 0.46801 1.33167
N -3.39825 -1.71813 -0.14961
N 2.91372 0.67613 1.56461
O 1.51998 2.39238 -1.49139
S 1.77969 0.98781 -1.08186
H -0.22447 -0.76562 -2.91368
H 1.48787 2.35297 0.99327
H 0.53119 0.33343 2.30233
H -3.72782 -1.71848 -1.12103
H -4.12843 -1.72512 0.54696
H 3.06223 -0.26384 1.32349
H 3.82177 1.14289 1.30949

***

(2)
C5H7N5S | ωB97M-V/def2-TZVPD

Values from the calculation:
**E_HOMO**: -19.146 eV
**Energy relative to the best compared isomer or geometry (same formula, charge and spin)**: 371.61 kJ/mol
**F_max**: 2.56 eV/Å
**HOMO-LUMO gap**: 7.710 eV
**LUMO energy**: -11.44 eV
**Charge**: +2

Atoms and positions in Å:
C -1.77697 -1.96978 -0.60566
C -2.69152 -0.94427 -0.18936
C -0.29683 -0.49620 0.13654
C 0.89840 -0.29633 1.09932
C 0.87786 1.65876 -0.68668
N -0.53511 -1.69171 -0.43891
N 2.39460 -1.32709 -0.17365
N 1.93199 -0.50287 -0.93198
N 1.89519 -1.28459 1.03269
N 0.94096 0.27508 -0.25278
S -1.93675 0.38698 0.42028
H -2.07264 -2.91752 -1.03387
H -3.76754 -1.02249 -0.26689
H 0.77361 0.27571 2.01220
H 1.88716 2.07997 -0.64797
H 0.54562 1.69391 -1.72681
H 0.21695 2.25043 -0.05513
H 2.25162 -1.87426 1.78092

***

(3)
C5H7N6S | ωB97M-V/def2-TZVPD

Values from the calculation:
**E_HOMO**: -13.418 eV
**Energy relative to the best compared isomer or geometry (same formula, charge and spin)**: 266.28 kJ/mol
**F_max**: 4.04 eV/Å
**HOMO-LUMO gap**: 8.379 eV
**LUMO energy**: -5.04 eV
**Charge**: +1

Atoms and positions in Å:
C 1.21520 2.95348 0.48631
C -1.12733 -1.25777 0.61330
C 1.08371 1.14459 -0.85157
C -1.28824 -0.97021 2.06630
C 1.44380 0.46400 -2.11316
N 1.60022 2.35174 -0.59532
N -1.67772 -2.36757 0.26940
N -1.61882 -3.15225 -0.64009
N -1.60630 -3.99218 -1.37945
N -0.46178 -0.48564 -0.21351
N 0.15471 0.69057 0.04471
S 0.06218 1.94398 1.36666
H 1.66915 3.91444 0.85186
H -1.40012 -1.70520 2.83510
H -0.41317 -0.27889 2.25916
H -2.19620 -0.29229 2.15788
H 2.27180 -0.27200 -1.87716
H 0.48943 0.03983 -2.56328
H 1.79947 1.27137 -2.71714